The following is a DFT calculation (the ωB97M-V functional and the def2-TZVPD basis) of 4 unconnected molecules or ions with the total composition H7O4 in a non-equilibrium geometry.

Atoms and positions in Å:
O: 0.30662 -0.29024 0.82863
H: 1.18193 -0.76579 0.59771
O: 1.60564 2.12749 1.71815
H: 0.99079 1.32588 1.68477
H: 2.25907 1.81163 1.04575
O: -0.24374 0.84553 -1.82709
H: -0.48724 0.08118 -2.36638
H: 0.00570 0.46244 -0.90683
O: -2.14243 -1.63510 -0.46350
H: -1.34165 -1.33686 0.02941
H: -2.13470 -2.62617 -0.34061

Calculated values
total energy = -305.1893 hartree
net charge = -1
2S+1 = 1



The following is a DFT calculation (the ωB97M-V functional and the def2-TZVPD basis) of a molecular structure, C19H20I2N2SSbSe4Tc in a non-equilibrium geometry.

Atoms and positions in Å:
Tc: 0.56398 1.63478 0.17050
I: 0.91287 2.16945 2.91413
C: -2.38278 2.43067 2.66490
I: -2.41184 1.54549 0.80872
H: -2.32542 3.50505 2.69506
H: -2.66818 1.82433 3.50674
Se: 3.07641 2.34099 -4.38414
Sb: 2.50492 0.67345 -2.74724
Se: 0.00675 1.03914 -2.06789
Se: 2.85682 1.55666 -0.34784
Se: 3.22263 -1.56403 -3.20307
C: 0.51687 -0.26232 0.63177
C: 0.33505 -1.47050 0.90179
C: 0.06212 -2.76329 1.14272
C: 0.96738 -3.83552 0.74337
C: 0.97332 -5.06251 1.41293
C: 1.86684 -6.04800 1.03888
C: 2.75470 -5.82092 -0.00720
C: 2.75674 -4.60183 -0.66877
C: 1.87283 -3.60967 -0.29279
C: -1.20318 -3.05906 1.84288
C: -1.97162 -4.17052 1.50119
C: -3.18726 -4.39394 2.12388
C: -3.63980 -3.52173 3.10223
C: -2.88044 -2.41403 3.44821
C: -1.67327 -2.17425 2.81659
H: 0.29624 -5.23119 2.24108
H: 1.87714 -6.99264 1.56742
H: 3.44964 -6.59397 -0.29941
H: 3.44920 -4.40402 -1.48009
H: 1.89187 -2.66316 -0.81386
H: -1.62441 -4.84424 0.72946
H: -3.78555 -5.24975 1.84074
H: -4.58676 -3.70285 3.59062
H: -3.23048 -1.73109 4.21055
H: -1.08047 -1.30359 3.06945
C: 0.36408 4.80690 -3.83768
N: 0.68587 4.40222 -2.48900
C: 0.16179 4.91537 -1.40018
S: 0.12581 4.13938 0.11614
N: -0.40867 6.13820 -1.44366
C: 0.00103 7.22686 -2.30224
H: 0.60432 3.96184 -4.48147
H: 0.95311 5.66431 -4.16097
H: -0.70045 5.03683 -3.91122
H: 1.16437 3.51009 -2.38997
H: -0.83994 6.38874 -0.56781
H: -0.48335 7.19236 -3.28020
H: 1.08597 7.22593 -2.44289
H: -0.27677 8.15954 -1.81237

Calculated values
total energy = -11765.9363 hartree
net charge = -1
2S+1 = 4



The following is a DFT calculation (the ωB97M-V functional and the def2-TZVPD basis) of 2 unconnected molecules or ions with the total composition H3O2 in a non-equilibrium geometry.

Atoms and positions in Å:
O: -0.72719 -1.07988 -0.33613
H: -0.19712 -1.67682 -0.87050
O: 0.14385 1.12764 0.58819
H: 1.03485 1.38153 0.40366
H: -0.25439 0.24753 0.21478

Calculated values
total energy = -152.2744 hartree
net charge = -1
2S+1 = 1



The following is a DFT calculation (the ωB97M-V functional and the def2-TZVPD basis) of 3 unconnected molecules or ions with the total composition C29H27FO12 in a non-equilibrium geometry.

Atoms and positions in Å:
C: -1.58445 2.97710 1.84971
C: -0.56517 4.06572 1.12926
C: 0.38677 4.65381 2.37268
C: -0.43248 4.85914 3.77764
C: -0.27456 3.86429 4.87265
C: 0.57498 2.46790 4.99556
C: 2.20702 2.64137 4.95352
C: 2.90409 1.22512 4.42772
F: 2.40477 0.78313 3.09506
C: -1.23104 4.48805 6.07983
O: -1.39678 3.87888 7.26289
O: -1.80517 5.79961 5.63135
C: -1.44289 6.08276 4.21023
O: -1.82673 7.07553 3.40275
O: 0.37174 3.46821 0.16564
C: -0.30847 2.92539 -1.01983
C: 0.43108 1.45733 -1.32795
C: 2.00127 1.59170 -1.88632
C: 2.94716 0.28896 -2.21169
C: 2.26703 -1.20005 -1.94191
C: 0.69289 -1.33355 -1.41289
C: -0.26630 -0.00518 -1.07938
H: -2.47718 3.60458 2.33230
H: -1.05933 2.27459 2.62467
H: -2.11712 2.25386 1.06467
H: -1.16616 4.98971 0.71691
H: 1.17421 3.77934 2.57397
H: 1.03583 5.58148 2.04008
H: 0.31838 2.01882 6.07162
H: 0.27131 1.63164 4.22738
H: 2.63240 2.80779 6.05629
H: 2.58900 3.47741 4.21830
H: 2.70689 0.32344 5.17273
H: 4.07781 1.32583 4.31984
H: -1.47223 2.84291 -0.93425
H: -0.09301 3.57451 -1.99781
H: 2.46717 2.67644 -2.04872
H: 4.04128 0.47141 -2.58930
H: 2.96792 -2.13427 -2.14861
H: 0.30588 -2.44853 -1.24907
H: -1.36093 -0.10923 -0.67489
O: 1.87856 -3.84628 -4.06089
C: 2.84781 -4.31218 -4.64952
C: 3.67582 -3.50570 -5.55979
C: 4.71455 -4.04805 -6.19817
O: 5.49858 -3.29518 -7.05298
C: 5.07058 -5.48212 -6.01699
O: 6.01985 -5.95678 -6.63159
C: 4.25763 -6.28265 -5.08848
C: 3.22094 -5.73960 -4.44732
O: 2.45380 -6.48509 -3.57104
H: 3.40439 -2.46519 -5.68394
H: 6.18284 -3.91300 -7.39149
H: 4.53861 -7.31942 -4.95257
H: 1.76600 -5.86883 -3.23725
O: -3.07980 -1.13965 -0.20738
C: -4.18426 -1.67128 -0.18379
C: -5.20057 -1.32597 0.82243
C: -6.38749 -1.93572 0.83045
O: -7.34823 -1.61412 1.77159
C: -6.72480 -2.98465 -0.17060
O: -7.81719 -3.54044 -0.12651
C: -5.71797 -3.31298 -1.19157
C: -4.53225 -2.70086 -1.20188
O: -3.58184 -3.00231 -2.15999
H: -4.94125 -0.56334 1.54555
H: -8.11599 -2.19189 1.56853
H: -5.98324 -4.06478 -1.92420
H: -2.81197 -2.42889 -1.95321

Calculated values
total energy = -2123.4189 hartree
net charge = 0
2S+1 = 1